# C64H49ClN4O3P2SiV

C64H49ClN4O3P2SiV as an isolated structure (ωB97M-V/def2-TZVPD, the OMol25 dataset).

Geometry as ORCA input:
```
! wB97M-V def2-TZVPD RIJCOSX def2/J DEFGRID3
* xyz 2 2
V 0.252 1.130 -0.559
Cl 7.165 1.726 -5.105
P -1.095 0.766 -2.577
P 1.354 2.399 1.265
Si -1.100 3.309 -0.812
O 1.762 3.995 -1.902
O -3.819 -9.464 5.733
O 1.428 1.803 -1.584
N -2.627 -3.770 3.047
N -0.852 -4.858 2.273
N -1.329 0.418 0.816
N 0.721 -0.875 -0.193
C -0.999 3.518 -2.680
C -3.075 -10.682 5.759
C -3.323 0.490 2.152
C 3.862 1.259 -2.951
C 4.048 3.597 -3.501
C 0.274 0.979 4.955
C 1.337 -3.518 0.367
C -2.966 3.445 -0.636
C 2.143 -2.770 -0.450
C -0.825 5.787 0.509
C 5.158 1.272 0.409
C -1.365 2.429 -4.826
C -3.303 -8.420 5.065
C -3.221 -0.837 2.468
C -1.873 -2.941 2.270
C 1.414 1.836 3.001
C -0.981 4.750 -3.338
C -2.757 0.060 -2.473
C 1.449 -1.993 -5.264
C 1.735 -0.637 -5.180
C -0.334 4.480 0.427
C -1.650 -7.295 3.742
C 0.183 -2.943 0.926
C -1.990 -4.926 3.036
C -3.838 0.625 -3.144
C 1.443 1.092 5.693
C 5.070 3.643 0.011
C 5.037 0.996 -3.633
C 2.583 1.949 3.753
C -2.418 -6.139 3.729
C 3.735 3.666 0.405
C 3.829 1.292 0.798
C -2.962 -1.070 -1.676
C -2.078 -8.437 4.402
C 3.364 2.553 -2.879
C -0.403 -1.691 -3.756
C 0.259 1.350 3.619
C 0.956 0.192 -4.385
C 0.379 -2.518 -4.552
C -3.642 -6.136 4.404
C 1.207 5.009 2.228
C -0.296 6.697 1.412
C -1.149 4.820 -4.712
C 5.705 2.044 -4.249
C -5.291 -1.078 -2.253
C 2.593 1.579 5.091
C -0.078 -1.602 0.623
C -4.081 -7.258 5.062
C 0.723 6.308 2.272
C -1.216 -0.902 1.153
C 5.780 2.453 0.011
C -2.350 1.081 1.341
C 5.218 3.345 -4.191
C 3.110 2.492 0.805
C 1.802 -1.445 -0.715
C 0.695 4.099 1.303
C -0.766 -3.581 1.774
C -5.099 0.053 -3.033
C -2.124 -1.561 1.974
C -1.354 3.659 -5.457
C -0.122 -0.328 -3.670
C -1.182 2.358 -3.441
C -4.221 -1.640 -1.569
C 2.152 2.896 -2.120
H -3.946 -1.339 3.097
H 5.438 -0.007 -3.693
H -4.368 -2.520 -0.955
H -1.122 5.781 -5.211
H -3.317 3.739 0.357
H -0.685 7.707 1.452
H -3.285 4.222 -1.338
H -3.471 2.521 -0.933
H -3.674 -11.383 6.329
H 2.405 -0.836 -1.371
H -0.664 1.279 3.067
H 3.653 4.602 -3.435
H -1.457 -9.320 4.401
H -6.276 -1.522 -2.178
H -5.935 0.497 -3.559
H 3.506 1.675 5.665
H -0.824 5.664 -2.774
H -1.642 6.101 -0.134
H 2.560 -0.216 -5.742
H 1.591 -4.551 0.576
H -2.391 2.137 1.152
H -1.497 1.524 -5.410
H -2.113 -10.540 6.252
H 5.759 4.144 -4.679
H 3.352 0.372 1.124
H -5.026 -7.269 5.589
H -4.243 -5.236 4.399
H -2.132 -1.514 -1.141
H -3.705 1.516 -3.744
H 3.184 4.598 0.387
H -0.215 -5.619 2.116
H 5.714 0.343 0.422
H -0.687 -7.335 3.242
H 3.034 -3.188 -0.897
H -1.496 3.717 -6.529
H -1.245 -2.114 -3.225
H 3.492 2.323 3.301
H -0.629 0.607 5.422
H -2.925 -11.066 4.749
H 1.133 7.013 2.984
H 5.552 4.562 -0.298
H 6.820 2.442 -0.292
H -4.135 1.101 2.524
H 1.180 1.251 -4.348
H 2.049 -2.637 -5.895
H 3.333 0.449 -2.473
H 1.981 4.703 2.925
H 0.139 -3.571 -4.628
H 1.456 0.809 6.738
*
```

Computed properties:
LUMO level (alpha / beta) (Ha): -0.2092 / -0.2132
Frontier orbital gap (alpha / beta) (eV): 6.0 / 5.9

# C64H52BBr6N10O24

C64H52BBr6N10O24 as an isolated structure (ωB97M-V/def2-TZVPD, the OMol25 dataset).

Geometry as ORCA input:
```
! wB97M-V def2-TZVPD RIJCOSX def2/J DEFGRID3
* xyz -1 1
Br -2.763 16.171 -8.608
Br -8.103 5.399 -4.518
Br -0.703 13.818 -7.481
Br -10.874 7.057 -5.579
Br -8.460 8.439 -3.663
Br 0.063 15.639 -10.128
O -6.178 14.039 2.680
O -5.084 9.875 -8.287
O 3.708 1.784 -14.868
O -5.411 2.483 2.504
O -6.486 8.654 -9.839
O -4.280 7.892 -9.250
O -13.352 15.039 -13.911
O -12.210 13.141 -19.368
O 3.542 -0.117 -13.939
O -4.153 9.703 -6.270
O -5.925 3.780 0.753
O -14.191 16.807 -14.802
O -4.748 9.834 -10.720
O -7.411 6.332 -19.677
O -5.713 10.314 -12.783
O 2.939 10.773 -16.837
O -9.333 17.081 -11.039
O 1.562 11.580 -15.462
O -10.933 17.975 -10.078
O -8.030 8.929 -11.505
O -6.082 4.708 -20.073
O -6.473 12.558 1.113
O -14.322 13.288 -19.425
O -3.236 6.950 -7.397
N -13.301 12.716 -19.131
N 3.427 1.092 -13.852
N -13.261 16.047 -14.631
N -10.288 17.003 -10.307
N -5.790 13.409 1.693
N -17.063 8.792 -10.247
N 1.990 10.642 -16.081
N -6.280 5.844 -19.761
N -3.211 -0.990 -9.461
N -5.207 3.050 1.370
C 1.911 1.585 -10.447
C -11.698 17.696 -15.701
C -2.538 12.937 -0.189
C -8.913 7.109 -5.100
C -12.360 14.341 -8.614
C -3.416 0.109 -8.712
C -5.760 9.842 -11.638
C -3.036 8.698 -19.694
C 2.436 0.985 -11.581
C -12.105 10.807 -18.016
C -4.371 13.423 1.315
C -11.359 13.347 -8.452
C -17.001 7.483 -9.970
C -14.479 11.058 -17.677
C -3.913 2.727 0.696
C -10.064 13.571 -8.746
C -11.992 16.397 -15.300
C -15.915 9.307 -10.793
C -0.399 7.969 -14.901
C -3.896 7.916 -7.976
C -4.221 9.050 -19.034
C -9.684 14.793 -9.391
C -3.468 14.189 2.089
C -12.100 9.621 -17.265
C -14.471 9.922 -16.881
C 1.267 9.373 -15.977
C -9.703 15.674 -15.892
C -2.616 -2.044 -8.870
C 1.734 8.298 -16.721
C -1.682 13.698 0.551
C -3.856 12.773 0.202
C 2.417 3.769 -11.353
C -2.908 7.477 -20.344
C -11.001 15.409 -15.422
C -2.833 -0.976 -6.710
C 1.846 2.989 -10.369
C 0.202 9.191 -15.072
C -9.458 16.935 -16.379
C 2.860 3.139 -12.571
C -14.744 7.255 -10.871
C -4.371 9.228 -7.391
C -2.475 3.046 -1.245
C -6.950 9.124 -10.979
C -13.328 11.506 -18.298
C -5.298 8.079 -18.986
C 1.119 7.066 -16.542
C -3.964 6.567 -20.349
C -11.993 15.528 -9.240
C -2.462 -2.059 -7.469
C -1.439 14.774 -9.095
C -5.161 6.852 -19.680
C -1.631 2.024 -0.810
C 0.071 6.897 -15.625
C -15.846 6.703 -10.225
C -3.599 3.360 -0.527
C -3.215 0.150 -7.353
C -10.403 17.951 -16.204
C -14.776 8.615 -11.144
C -2.179 14.370 1.695
C -10.629 15.762 -9.683
C -1.860 1.441 0.442
C -2.999 1.769 1.155
C 2.914 1.755 -12.656
C -13.303 9.129 -16.746
B -5.127 9.086 -9.530
H -0.764 1.783 -1.408
H -15.885 10.380 -10.912
H -6.198 8.295 -18.431
H -0.200 9.970 -14.441
H -2.083 12.368 -0.987
H -12.734 16.295 -9.413
H -2.041 7.200 -20.925
H -3.851 5.689 -20.967
H 2.343 -0.091 -11.623
H -11.090 14.354 -15.209
H 1.533 6.201 -17.039
H -2.168 9.339 -19.743
H -3.215 1.236 2.068
H -4.137 4.251 -0.814
H -2.885 -0.995 -5.631
H -3.818 14.629 3.011
H -3.443 0.984 -6.706
H -8.365 7.361 -6.008
H -1.961 14.067 -9.739
H -2.334 -2.921 -9.434
H -13.961 9.156 -11.603
H -11.198 9.273 -16.785
H -15.349 9.578 -16.354
H -11.685 12.386 -8.082
H -3.745 0.986 -9.250
H -8.980 14.896 -16.088
H -15.423 11.572 -17.773
H -17.851 6.972 -9.543
H 1.488 3.410 -9.440
H -2.118 -2.992 -7.047
H -2.215 3.536 -2.172
H -8.645 14.960 -9.636
H -8.463 17.188 -16.716
H -12.427 18.487 -15.608
H -15.873 5.715 -9.792
H -1.141 0.763 0.878
H 1.525 0.987 -9.635
H -9.281 12.862 -8.523
H 2.592 4.835 -11.364
H -10.106 18.967 -16.415
H -13.833 6.737 -11.132
H -4.421 9.984 -18.530
H -1.230 7.747 -14.248
H -13.258 8.327 -16.024
H -13.391 14.223 -8.316
H 3.201 3.776 -13.374
H -1.498 14.889 2.355
H -4.426 12.063 -0.379
H -0.319 5.927 -15.356
H -11.147 11.216 -18.303
H 2.563 8.370 -17.409
H -0.635 13.756 0.294
*
```

Computed properties:
LUMO level (Ha): 0.0094
Frontier orbital gap (eV): 8.2

# C64H61CsN4OP2S5

C64H61CsN4OP2S5 as an isolated structure (ωB97M-V/def2-TZVPD, the OMol25 dataset).

Geometry as ORCA input:
```
! wB97M-V def2-TZVPD RIJCOSX def2/J DEFGRID3
* xyz 0 1
Cs -1.283 -0.437 -0.586
S -0.504 0.710 -3.369
S -3.985 1.289 0.689
S -7.411 1.936 -1.003
S -4.332 1.328 -2.824
S 1.773 0.003 1.580
P 0.413 2.673 2.452
P 1.646 -1.252 -1.706
O 0.703 -0.633 0.749
N -3.336 -2.277 -0.180
N -2.306 -1.325 -4.039
N -2.555 -1.627 -2.741
N -1.725 0.178 -5.610
C 2.965 -2.278 -0.865
C 0.807 -1.514 5.787
C -0.645 4.112 2.822
C -6.556 0.504 -0.260
C 6.841 -3.258 1.731
C 0.842 -3.053 -3.584
C 4.577 -4.134 -1.141
C -0.182 5.384 3.136
C -3.739 -2.587 1.040
C -4.387 -4.768 0.382
C -5.737 0.922 0.955
C 1.443 -3.166 -5.901
C 0.730 -3.663 -4.820
C 6.597 -4.177 0.511
C 0.827 0.412 4.205
C 2.373 -1.454 -4.491
C 3.096 3.084 3.260
C -1.613 -0.230 -4.313
C 5.699 -2.280 1.712
C 0.048 2.471 5.196
C 5.290 -3.704 -0.068
C 4.661 4.393 1.993
C 1.368 -0.497 3.256
C 0.030 -0.372 7.777
C -3.971 2.749 -0.396
C -1.780 -1.703 -7.229
C 1.253 -2.370 4.821
C -7.094 1.789 -2.778
C -4.274 -3.818 1.386
C -1.076 6.423 3.346
C -5.771 2.346 -3.272
C 1.688 -1.962 -3.394
C -2.441 6.200 3.252
C -0.113 1.886 6.470
C 3.654 4.720 1.096
C 2.082 3.397 2.362
C -3.420 -3.194 -1.158
C 0.145 0.557 6.598
C -2.952 -2.841 -2.520
C -3.959 -4.461 -0.894
C 2.136 1.503 -1.491
C 0.451 -1.759 7.230
C -3.021 -3.899 -3.586
C 2.891 2.658 -1.618
C -2.502 -0.509 -6.616
C 4.202 2.593 -2.060
C 2.676 0.266 -1.831
C 3.316 -0.900 1.352
C 4.808 -2.597 0.667
C 1.541 -1.829 3.557
C 0.473 1.794 4.071
C -2.912 4.932 2.933
C 4.005 0.212 -2.248
C -2.019 3.899 2.711
C 2.379 4.216 1.274
C 4.379 3.573 3.072
C -3.401 2.467 -1.778
C 5.443 -1.208 2.515
C 2.253 -2.054 -5.734
C 3.450 -3.381 -1.532
C 0.607 -0.158 5.473
C 4.764 1.362 -2.364
C 4.222 -0.545 2.322
C 3.616 -1.902 0.372
H 5.662 4.774 1.847
H 2.453 3.612 -1.360
H -2.761 0.223 -7.387
H -4.991 3.131 -0.459
H 0.881 5.572 3.218
H -5.806 2.392 -4.364
H 0.067 -4.510 -4.945
H 2.983 -0.568 -4.387
H 4.789 3.496 -2.153
H 1.139 1.585 -1.080
H -0.219 3.513 5.095
H 2.786 -1.639 -6.580
H -2.552 -3.527 -4.492
H -3.362 3.512 0.093
H -1.515 -2.411 -6.448
H 7.397 -4.076 -0.226
H -4.039 -5.193 -1.681
H -5.705 0.096 1.669
H -0.359 -2.486 7.308
H -7.211 0.749 -3.086
H 0.250 -3.422 -2.752
H 1.300 -2.172 7.777
H -2.399 2.919 2.429
H -3.626 -1.805 1.786
H -3.974 4.750 2.832
H -2.409 2.013 -1.716
H -5.627 3.364 -2.910
H -0.999 0.810 -5.906
H 6.111 -0.901 3.307
H -2.414 -2.206 -7.959
H -0.702 7.409 3.587
H -3.136 7.013 3.412
H 1.345 -3.626 -6.875
H 1.603 4.456 0.556
H 2.882 2.463 4.120
H -0.462 2.490 7.296
H 1.938 -2.481 2.789
H 2.978 -3.668 -2.462
H 1.410 -3.422 5.008
H 7.804 -2.749 1.677
H 5.160 3.313 3.774
H 6.557 -5.230 0.792
H -6.207 1.761 1.474
H 3.954 0.247 3.011
H 0.679 -0.048 8.592
H 4.886 -4.980 -1.741
H -5.912 0.048 -1.012
H -3.429 -0.837 -6.147
H 6.835 -3.824 2.665
H -0.862 -1.394 -7.732
H 5.793 1.299 -2.691
H -4.805 -5.745 0.591
H -4.054 -4.170 -3.818
H 3.866 5.353 0.247
H -2.514 -4.811 -3.264
H -4.590 -4.018 2.398
H 4.450 -0.748 -2.483
H -7.914 2.343 -3.241
H -0.988 -0.384 8.169
H -7.309 -0.223 0.048
H -3.265 3.404 -2.324
*
```

Computed properties:
ΔE to the lowest compared entry with this formula, charge and spin (eV): 1.358
LUMO level (Ha): -0.0003
Frontier orbital gap (eV): 6.4

Number 1: total energy -5289.123749 Eh. Number 2: total energy -20291.664445 Eh. Number 3: total energy -5463.440129 Eh.